23
Properties=species:S:1:pos:R:3 method="wB97M-V/def2-TZVPD" lumo_ev=-0.60 total_charge=0 largest_force_ha_per_bohr=0.0866
C 2.816 0.130 1.105
C 0.990 -1.309 0.477
C 2.420 -0.500 -1.341
C 1.838 -0.119 0.025
N -3.207 -0.089 -0.278
Si -4.163 0.596 0.945
Si -0.430 1.090 -1.976
S 0.713 1.431 -0.150
H 3.521 -0.577 1.284
H 3.201 1.084 0.830
H 2.255 0.440 1.964
H 1.714 -1.951 1.018
H 0.430 -1.901 -0.205
H 0.362 -1.023 1.244
H 3.024 -1.422 -1.365
H 1.578 -0.670 -1.990
H 2.963 0.255 -1.779
H -2.274 -0.239 -0.371
H -5.163 1.535 0.277
H -4.635 -0.571 1.744
H -3.253 1.426 1.831
H -1.106 2.420 -2.034
H -3.596 -0.036 -1.252


37
Properties=species:S:1:pos:R:3 method="wB97M-V/def2-TZVPD" lumo_ev=-2.48 total_charge=+1 de_lowest_kj_mol=89.1 largest_force_ha_per_bohr=0.0230
N 0.565 1.707 1.261
C -0.743 1.192 1.766
C -1.640 0.764 0.601
N -1.613 -0.702 0.429
C -2.061 -1.045 -0.936
C -2.474 -1.365 1.420
H 1.084 0.970 0.751
H 1.169 1.987 2.055
H 0.400 2.471 0.594
H -1.211 1.995 2.335
H -0.577 0.353 2.441
H -1.300 1.219 -0.332
H -2.652 1.144 0.774
H -1.355 -0.581 -1.630
H -3.078 -0.695 -1.136
H -2.072 -2.128 -1.071
H -3.520 -1.052 1.343
H -2.112 -1.134 2.419
H -2.425 -2.440 1.283
H 2.798 -0.283 -0.096
H 1.739 -1.043 0.772
O 2.336 -0.261 0.750
H 1.366 -1.903 -1.374
H 2.434 -2.280 -2.486
O 1.981 -1.539 -2.058
H 1.288 -0.273 -3.064
H 0.540 -0.004 -4.407
O 0.899 0.437 -3.626
H 0.282 -3.083 0.611
H -0.375 -1.697 0.344
O 0.460 -2.221 0.216
H 0.360 3.592 -3.381
H 0.666 2.077 -3.019
O 0.537 2.986 -2.649
H 3.194 1.288 3.625
H 2.686 0.457 2.396
O 2.424 1.091 3.082


104
Properties=species:S:1:pos:R:3 method="wB97M-V/def2-TZVPD" lumo_ev=-2.62 total_charge=+1 de_lowest_kj_mol=97.8 largest_force_ha_per_bohr=0.0135
Ti -1.268 -0.878 -0.165
Se 1.040 -0.566 1.010
P 0.096 0.804 2.428
Se -1.859 1.425 1.749
C 1.212 2.220 2.564
C 2.493 2.002 3.071
C 3.396 3.048 3.140
C 3.026 4.316 2.703
C 1.753 4.534 2.202
C 0.842 3.487 2.133
C -0.006 0.034 4.059
C -0.713 0.700 5.063
C -0.847 0.124 6.312
C -0.274 -1.117 6.572
C 0.440 -1.773 5.583
C 0.575 -1.200 4.324
H 2.792 1.016 3.408
H 4.389 2.876 3.535
H 3.733 5.133 2.763
H 1.461 5.522 1.871
H -0.158 3.652 1.750
H -1.177 1.658 4.858
H -1.405 0.635 7.085
H -0.390 -1.568 7.548
H 0.894 -2.734 5.786
H 1.123 -1.718 3.546
C 3.686 2.327 -0.491
C 4.910 3.107 -0.927
S 5.903 2.319 -2.177
O 6.081 0.938 -1.804
O 7.041 3.167 -2.397
C 4.910 2.352 -3.689
C 4.656 0.975 -4.299
N 3.723 0.164 -3.516
C 2.410 0.471 -3.298
N 1.882 -0.253 -2.335
C 2.870 -1.096 -1.915
C 3.998 -0.853 -2.630
N 5.239 -1.576 -2.558
O 5.403 -2.258 -1.567
O 6.017 -1.486 -3.491
C 1.660 1.508 -4.061
H 3.240 2.810 0.380
H 3.945 1.303 -0.223
H 2.928 2.285 -1.275
H 5.627 3.234 -0.113
H 4.671 4.103 -1.304
H 5.483 2.962 -4.388
H 3.981 2.881 -3.483
H 5.578 0.414 -4.397
H 4.241 1.098 -5.301
H 2.741 -1.829 -1.136
H 2.030 1.616 -5.081
H 1.699 2.489 -3.581
H 0.615 1.207 -4.105
N -5.305 0.777 2.067
C -6.156 0.254 1.180
N -7.467 0.426 1.357
N -5.785 -0.435 0.096
C -4.533 -0.726 -0.014
N -3.419 -1.027 -0.158
H -5.631 1.264 2.884
H -4.306 0.739 1.923
H -7.848 0.929 2.137
H -8.090 0.014 0.684
N -4.044 -1.929 5.745
C -3.414 -2.345 4.879
C -2.615 -2.833 3.790
C -2.058 -4.107 3.789
C -1.299 -4.478 2.693
C -1.131 -3.578 1.652
N -1.665 -2.353 1.654
C -2.391 -1.993 2.709
H -2.217 -4.777 4.622
H -0.843 -5.455 2.631
H -0.546 -3.831 0.779
H -2.780 -0.985 2.700
N -3.641 2.269 -3.746
C -2.537 2.155 -2.959
C -2.183 0.918 -2.382
N -1.161 0.826 -1.553
C -0.417 1.918 -1.326
C -0.761 3.112 -1.923
N -1.816 3.245 -2.724
H -4.073 1.444 -4.122
H -3.741 3.124 -4.268
H -2.740 0.015 -2.603
H 0.438 1.810 -0.673
H -0.165 3.999 -1.739
C -3.497 -2.463 -3.288
Ge -1.999 -3.380 -2.419
C -0.912 -4.178 -3.826
C -2.739 -4.773 -1.262
C -0.876 -2.168 -1.354
H -4.111 -3.216 -3.786
H -3.150 -1.769 -4.056
H -4.134 -1.929 -2.584
H -1.534 -4.788 -4.483
H -0.136 -4.816 -3.402
H -0.426 -3.411 -4.429
H -3.468 -5.365 -1.818
H -3.245 -4.341 -0.397
H -1.962 -5.450 -0.905
H 0.195 -2.353 -1.508


92
Properties=species:S:1:pos:R:3 method="wB97M-V/def2-TZVPD" lumo_ev="-4.71 / -7.53" total_charge=+2 largest_force_ha_per_bohr=0.0314 multiplicity=3
Au 0.206 -1.451 -2.626
C 4.734 -3.372 3.451
C 4.301 -1.952 3.102
N 3.188 -1.945 2.149
C 3.468 -1.809 0.834
C 2.571 -1.934 -0.181
C 3.087 -1.600 -1.595
O 4.236 -1.192 -1.653
O 2.291 -1.782 -2.577
C 1.227 -2.316 0.128
O 0.353 -2.686 -0.689
C 0.892 -2.246 1.555
C -0.448 -2.319 1.939
C -0.801 -2.252 3.256
F -2.122 -2.235 3.554
C 0.159 -2.171 4.285
C 1.490 -2.113 3.891
C 1.876 -2.101 2.544
N -0.178 -2.180 5.646
C 0.626 -1.505 6.647
C 1.016 -2.525 7.726
N -0.097 -3.529 7.831
C -1.424 -2.872 7.622
C -1.521 -2.471 6.141
H 5.581 -3.345 4.135
H 5.038 -3.905 2.550
H 3.919 -3.928 3.918
H 5.128 -1.413 2.645
H 4.014 -1.401 3.997
H 4.495 -1.584 0.571
H -1.207 -2.397 1.173
H 2.258 -2.082 4.650
H 0.053 -0.683 7.088
H 1.518 -1.065 6.216
H 1.152 -2.043 8.692
H 1.926 -3.061 7.464
H -0.053 -4.022 8.723
H 0.020 -4.220 7.088
H -1.483 -2.019 8.295
H -2.223 -3.562 7.881
H -2.202 -1.620 6.050
H -1.945 -3.297 5.576
C -0.889 5.260 -1.514
O -0.770 5.716 -2.862
C -1.466 5.087 -3.843
C -2.218 5.901 -4.683
C -2.976 5.367 -5.707
C -2.981 3.996 -5.918
C -2.194 3.177 -5.129
C -1.425 3.705 -4.090
N -0.507 2.889 -3.366
C -0.615 1.546 -3.171
N -1.914 1.107 -3.059
C -2.482 -0.130 -2.997
C -1.793 -1.342 -2.818
C -2.542 -2.500 -2.752
C -3.940 -2.477 -2.877
C -4.627 -1.288 -3.077
C -3.919 -0.108 -3.130
O -4.444 1.107 -3.294
C -5.841 1.248 -3.567
N 0.405 0.752 -3.078
C 1.737 1.209 -3.154
C 2.531 0.753 -4.211
C 3.830 1.182 -4.354
C 4.364 2.083 -3.439
C 3.608 2.515 -2.368
C 2.313 2.047 -2.186
O 1.665 2.466 -1.050
C 0.953 1.517 -0.268
H -0.899 6.153 -0.892
H -0.045 4.642 -1.222
H -1.823 4.713 -1.363
H -2.200 6.966 -4.493
H -3.554 6.019 -6.347
H -3.568 3.568 -6.719
H -2.124 2.124 -5.371
H 0.424 3.270 -3.264
H -2.611 1.845 -3.136
H -2.041 -3.447 -2.599
H -4.496 -3.403 -2.819
H -5.701 -1.298 -3.190
H -6.449 0.689 -2.857
H -6.063 0.922 -4.584
H -6.054 2.307 -3.466
H 2.080 0.071 -4.919
H 4.433 0.808 -5.169
H 5.385 2.424 -3.545
H 4.013 3.201 -1.636
H 1.148 1.757 0.776
H 1.288 0.498 -0.472
H -0.125 1.585 -0.446


15
Properties=species:S:1:pos:R:3 method="wB97M-V/def2-TZVPD" lumo_ev="-7.08 / -5.86" total_charge=+1 largest_force_ha_per_bohr=0.0811
C 1.435 0.882 -0.012
C -0.731 0.011 -0.727
C 0.094 -0.092 1.636
C 4.558 -0.410 -0.151
N 0.301 0.303 0.225
F 4.388 -0.531 -1.422
F 4.560 -1.519 0.571
Cl 4.982 1.058 0.513
H 1.576 1.171 -1.029
H -0.729 -1.093 -0.720
H -0.629 0.388 -1.760
H -1.694 0.422 -0.453
H 0.910 0.215 2.319
H -0.065 -1.056 1.866
H -0.898 0.268 1.915


44
Properties=species:S:1:pos:R:3 method="wB97M-V/def2-TZVPD" lumo_ev=0.34 total_charge=0 de_lowest_kj_mol=33.9 largest_force_ha_per_bohr=0.0172
S 2.812 1.836 0.185
C 1.274 1.711 -0.427
N 0.667 2.764 -1.023
C 1.340 3.991 -1.363
C 1.690 4.076 -2.865
C 2.804 3.102 -3.255
C 4.059 3.898 -2.895
C 3.601 5.360 -3.026
O 2.187 5.356 -3.184
N 0.582 0.549 -0.337
C -0.748 0.370 -0.882
C -1.136 -1.109 -0.870
N -1.130 -1.616 0.479
C -1.911 -2.676 0.863
C -2.567 -3.489 -0.072
C -3.363 -4.538 0.341
C -3.532 -4.828 1.684
C -2.882 -4.027 2.607
Cl -3.073 -4.350 4.298
C -2.089 -2.965 2.222
C -0.106 -1.072 1.346
C 1.048 -0.527 0.513
H -0.245 2.639 -1.431
H 0.694 4.837 -1.109
H 2.251 4.048 -0.766
H 0.775 3.933 -3.454
H 2.763 2.905 -4.327
H 2.742 2.160 -2.716
H 4.363 3.676 -1.873
H 4.893 3.674 -3.557
H 4.021 5.849 -3.911
H 3.870 5.950 -2.143
H -1.489 0.937 -0.300
H -0.775 0.717 -1.922
H -0.451 -1.669 -1.525
H -2.146 -1.194 -1.279
H -2.440 -3.318 -1.128
H -3.854 -5.151 -0.399
H -4.148 -5.651 2.007
H -1.628 -2.355 2.981
H 0.278 -1.859 2.000
H -0.510 -0.265 1.974
H 1.832 -0.131 1.162
H 1.485 -1.327 -0.095


6
Properties=species:S:1:pos:R:3 method="wB97M-V/def2-TZVPD" lumo_ev=0.56 total_charge=0 de_lowest_kj_mol=0.0 largest_force_ha_per_bohr=0.0239
Cl 0.769 -1.723 0.123
C -0.498 -0.696 0.240
C -1.509 -0.066 0.044
Br -2.943 1.018 0.094
F 2.202 0.767 -0.704
H 1.978 0.700 0.203